No. 1
Density functional theory data (ωB97M-V/def2-TZVPD) for 2 unconnected molecules or ions with the total composition C23H25N3O3 in a non-equilibrium geometry.

Structure (XYZ):
```
54
Properties=species:S:1:pos:R:3:nbo_charge:R:1
C 4.774 1.573 -4.583 -0.395
N 5.048 1.159 -3.217 -0.502
C 6.294 1.702 -2.709 -0.396
C 3.987 0.869 -2.346 0.235
C 3.580 -0.476 -2.150 -0.192
C 2.499 -0.763 -1.352 -0.089
C 1.747 0.272 -0.700 -0.186
C 0.650 -0.148 0.085 0.158
C -0.172 0.543 1.001 -0.191
C -1.171 -0.232 1.681 -0.050
C -2.048 0.335 2.573 -0.252
C -1.994 1.728 2.839 0.277
N -2.930 2.311 3.703 -0.495
C -2.493 2.997 4.905 -0.398
C -4.174 2.841 3.173 -0.395
C -1.006 2.507 2.198 -0.209
C -0.104 1.934 1.321 -0.117
C 2.149 1.620 -0.942 -0.124
C 3.272 1.900 -1.699 -0.197
H 3.905 1.027 -4.967 0.214
H 4.575 2.656 -4.649 0.170
H 5.660 1.344 -5.188 0.204
H 6.553 1.216 -1.762 0.209
H 7.069 1.498 -3.457 0.207
H 6.236 2.792 -2.551 0.168
H 4.150 -1.256 -2.656 0.233
H 2.176 -1.796 -1.207 0.244
H 0.419 -1.199 -0.020 0.290
H -1.226 -1.297 1.458 0.266
H -2.795 -0.260 3.100 0.244
H -1.677 2.437 5.376 0.209
H -2.150 4.022 4.694 0.169
H -3.351 3.044 5.585 0.210
H -4.526 2.209 2.350 0.219
H -4.911 2.851 3.985 0.204
H -4.050 3.874 2.803 0.172
H -0.981 3.582 2.396 0.218
H 0.660 2.570 0.888 0.207
H 1.565 2.453 -0.565 0.210
H 3.602 2.932 -1.844 0.218
O -0.928 -2.440 -0.677 -0.761
C -1.652 -3.455 -0.615 0.445
C -3.092 -3.379 -0.925 -0.128
N -3.547 -2.324 -1.776 0.509
O -4.789 -2.134 -1.833 -0.462
O -2.741 -1.663 -2.456 -0.404
C -3.995 -4.300 -0.406 -0.165
C -3.519 -5.436 0.246 -0.330
C -2.130 -5.682 0.310 -0.171
C -1.216 -4.760 -0.169 -0.349
H -5.058 -4.112 -0.562 0.238
H -4.235 -6.139 0.674 0.206
H -1.770 -6.609 0.761 0.203
H -0.142 -4.938 -0.117 0.203
```

relative energy (zero: lowest compared OMol25 entry of this formula, charge and spin): 9.730 eV
E_LUMO: -0.103 Eh
orbital gap: 3.5 eV

=====

No. 2
Density functional theory data (ωB97M-V/def2-TZVPD) for a single C23H25N3O3S molecule in a non-equilibrium geometry.

Structure (XYZ):
```
55
Properties=species:S:1:pos:R:3:nbo_charge:R:1
C 1.847 8.081 -4.594 -0.628
C 1.680 6.548 -4.559 0.004
C 1.940 5.780 -5.787 -0.171
C 1.896 4.560 -5.832 -0.209
C 1.389 3.988 -4.647 -0.057
C 1.447 2.400 -4.798 -0.056
C 0.543 1.466 -4.460 -0.451
S 0.651 -0.116 -4.556 0.472
C 0.191 -0.824 -3.057 -0.186
C 0.315 -2.203 -2.598 -0.248
C 0.010 -2.544 -1.418 -0.185
C -0.853 -1.731 -0.491 -0.192
C -1.341 -2.336 0.584 0.606
O -2.831 -1.951 0.964 -0.758
N -0.815 -3.315 1.355 -0.542
C -1.231 -3.890 2.527 -0.207
C -0.320 -3.065 3.782 -0.192
N -0.926 -3.561 4.968 -0.474
C -0.711 -2.436 6.062 -0.225
C -1.231 -3.030 7.375 -0.031
O -0.719 -4.162 7.787 -0.553
C -0.964 -5.372 6.663 -0.043
C -0.492 -4.752 5.451 -0.231
C -1.138 -0.502 -1.073 -0.169
C -0.907 0.036 -2.229 0.161
N -1.183 1.160 -2.676 -0.606
C -0.788 2.064 -3.763 0.688
O -1.339 3.231 -3.779 -0.568
C 1.308 4.621 -3.584 -0.169
C 1.527 6.023 -3.540 -0.225
H 2.009 8.329 -3.570 0.216
H 2.514 8.519 -5.313 0.221
H 0.880 8.502 -4.638 0.217
H 2.247 6.452 -6.742 0.198
H 2.101 3.999 -6.823 0.223
H 2.297 1.940 -5.584 0.217
H 1.211 -2.691 -3.388 0.224
H 0.204 -3.699 -1.232 0.223
H 0.170 -3.317 1.118 0.387
H -0.880 -4.779 2.589 0.186
H -2.190 -3.525 2.867 0.271
H -0.628 -1.948 3.514 0.220
H 0.666 -3.286 3.760 0.167
H -0.986 -1.460 5.734 0.219
H 0.542 -2.231 6.290 0.142
H -1.015 -2.172 8.256 0.161
H -2.084 -3.057 7.088 0.129
H -0.443 -6.167 6.952 0.206
H -1.891 -5.339 6.718 0.174
H -0.289 -5.585 4.672 0.224
H 0.790 -4.742 5.530 0.117
H -1.920 0.049 -0.235 0.247
H -2.129 1.567 -2.201 0.423
H 0.876 4.021 -2.769 0.218
H 0.995 6.453 -2.670 0.213
```

relative energy (zero: lowest compared OMol25 entry of this formula, charge and spin): 21.665 eV
SMILES: Cc1ccc(/C=C2/Sc3ccc(C(=O)NCCN4CCOCC4)cc3NC2=O)cc1
E_LUMO: -0.033 Eh
orbital gap: 6.8 eV

=====

No. 3
Density functional theory data (ωB97M-V/def2-TZVPD) for a single C23H25N3O5S molecule.

Structure (XYZ):
```
57
Properties=species:S:1:pos:R:3:nbo_charge:R:1
C -0.546 2.472 2.767 -0.638
C 0.666 1.603 2.463 -0.098
O 0.293 0.238 2.245 -0.497
C -0.240 -0.078 1.071 0.803
O -0.419 0.731 0.170 -0.671
C -0.588 -1.489 0.941 -0.271
C -1.085 -1.969 -0.257 0.066
N -1.293 -1.206 -1.378 -0.634
C -1.718 -1.743 -2.543 0.668
O -2.029 -2.909 -2.658 -0.587
C -1.820 -0.750 -3.698 -0.165
O -0.860 0.300 -3.651 -0.501
C 0.424 -0.064 -3.619 0.786
O 0.807 -1.200 -3.565 -0.567
C 1.340 1.160 -3.657 -0.303
N 1.330 1.873 -2.413 -0.367
C 2.117 1.630 -1.311 0.430
C 3.065 0.493 -1.257 -0.673
N 1.933 2.494 -0.359 -0.499
C 0.960 3.355 -0.806 0.176
C 0.376 4.454 -0.191 -0.228
C -0.601 5.134 -0.889 -0.227
C -0.997 4.740 -2.167 -0.217
C -0.426 3.652 -2.798 -0.237
C 0.557 2.969 -2.104 0.093
S -1.416 -3.652 -0.236 0.509
C -0.883 -3.736 1.424 -0.210
C -0.485 -2.534 1.916 -0.015
C 0.008 -2.376 3.320 -0.419
C -0.340 -3.603 4.163 -0.391
C 0.007 -4.886 3.415 -0.386
C -0.885 -5.020 2.180 -0.433
H -0.215 3.469 3.041 0.214
H -1.181 2.544 1.887 0.227
H -1.121 2.051 3.589 0.207
H 1.343 1.562 3.319 0.185
H 1.197 1.978 1.580 0.237
H -1.058 -0.215 -1.237 0.462
H -1.716 -1.314 -4.631 0.221
H -2.794 -0.256 -3.673 0.225
H 0.993 1.831 -4.448 0.235
H 2.353 0.815 -3.881 0.236
H 3.472 0.423 -0.252 0.250
H 2.561 -0.439 -1.510 0.240
H 3.887 0.642 -1.958 0.227
H 0.682 4.756 0.798 0.219
H -1.078 5.991 -0.437 0.212
H -1.770 5.298 -2.674 0.212
H -0.745 3.345 -3.783 0.213
H -0.426 -1.479 3.763 0.228
H 1.091 -2.230 3.298 0.213
H 0.202 -3.559 5.109 0.209
H -1.409 -3.599 4.387 0.196
H -0.129 -5.753 4.063 0.209
H 1.053 -4.852 3.106 0.198
H -0.538 -5.832 1.538 0.218
H -1.907 -5.263 2.487 0.209
```

relative energy (zero: lowest compared OMol25 entry of this formula, charge and spin): 0.000 eV
SMILES: CCOC(=O)c1c(NC(=O)COC(=O)Cn2c(C)nc3ccccc32)sc2c1CCCC2
E_LUMO: 0.022 Eh
orbital gap: 8.5 eV